Record 1
ORCA calculation (ωB97M-V/def2-TZVPD) on a molecular structure, C46H72BaN10O4 at a distorted geometry.

The geometry in XYZ format:
```
133
Properties=species:S:1:pos:R:3
Ba -4.0968 8.9144 2.1442
C -1.2702 2.3975 2.6236
C -0.5612 1.4371 1.8251
C -0.2404 1.7675 0.2931
O 0.3793 0.9720 -0.3880
C -0.6694 3.0896 -0.1662
C -1.3700 3.9095 0.6635
C -1.7010 3.5289 2.0864
O -2.3661 4.3297 2.8810
O -1.9639 4.8578 -0.0288
O -0.1924 0.3790 2.3243
H -1.4347 2.2469 3.6803
H -0.6297 3.1836 -1.2414
C 3.1796 -7.2832 3.6574
C 3.1056 -5.8736 4.3019
C 3.2774 -4.6296 3.4350
C 4.5337 -4.5576 2.5861
N 5.4980 -4.4964 1.9506
H 4.1491 -7.4854 3.2021
H 2.3962 -7.4536 2.9190
H 2.9087 -8.0572 4.3755
H 3.8811 -5.8081 5.0650
H 2.1728 -5.7955 4.8604
H 3.1743 -3.7264 4.0364
H 2.4593 -4.7604 2.7267
C -4.7457 5.8229 -5.4309
C -4.1584 7.2379 -5.2088
C -2.6541 7.2390 -5.3610
C -2.1420 6.8044 -6.6606
N -1.7128 6.4073 -7.6451
H -5.7954 5.9019 -5.1482
H -4.2782 5.0097 -4.8757
H -4.6830 5.4624 -6.4576
H -4.4066 7.4994 -4.1802
H -4.5929 8.0016 -5.8539
H -2.1329 6.6216 -4.6294
H -2.2764 8.2507 -5.2128
C 5.6965 3.2248 -5.8786
C 4.2591 2.9002 -6.3205
C 3.1689 3.4216 -5.3880
C 3.1218 4.8977 -5.1506
N 3.1455 6.0300 -4.9349
H 6.0155 4.2669 -5.8599
H 6.3920 2.7526 -6.5725
H 5.8998 2.8200 -4.8872
H 4.1214 1.8217 -6.3984
H 4.1567 3.3395 -7.3128
H 3.1815 2.8964 -4.4330
H 2.1504 3.3074 -5.7592
C 6.9295 -3.7669 -3.9895
C 6.1764 -2.4332 -3.7343
C 4.6829 -2.5379 -3.5073
C 3.9901 -3.3677 -4.5095
N 3.4551 -4.0404 -5.2827
H 6.5760 -4.1912 -4.9292
H 6.5924 -4.4922 -3.2489
H 8.0056 -3.5978 -3.9512
H 6.3437 -1.8984 -4.6692
H 6.6421 -1.9305 -2.8867
H 4.2692 -1.5333 -3.5948
H 4.4180 -2.9681 -2.5414
C -8.1791 1.5411 2.8844
C -7.1498 1.5242 1.7342
C -7.5086 2.4437 0.5284
C -7.4664 3.8519 0.9686
N -7.4139 4.9659 1.2729
H -9.1866 1.5095 2.4697
H -8.2092 2.4949 3.4112
H -8.1555 0.7789 3.6632
H -7.0516 0.5481 1.2592
H -6.1615 1.7931 2.1073
H -8.5100 2.2077 0.1685
H -6.9164 2.2706 -0.3702
C -0.6789 -4.9927 -1.0200
C -1.7866 -5.3322 -0.0537
C -2.6250 -6.5449 -0.5170
C -3.2634 -6.2955 -1.8406
N -3.6949 -6.0987 -2.9013
H -0.1328 -4.0933 -0.7353
H -0.9159 -4.9749 -2.0838
H 0.1200 -5.7229 -0.8909
H -2.4498 -4.4701 0.0178
H -1.3602 -5.4188 0.9457
H -3.4384 -6.6994 0.1919
H -1.9794 -7.4206 -0.5843
C -2.3754 -1.9003 -6.3230
C -1.9167 -0.8706 -5.2752
C -2.7886 -0.7894 -4.0538
C -4.2586 -1.0964 -4.2657
N -5.4165 -1.2932 -4.3951
H -1.8196 -1.7860 -7.2536
H -3.4064 -1.6745 -6.5955
H -2.3701 -2.9143 -5.9231
H -1.7876 0.1670 -5.5833
H -0.9577 -1.2965 -4.9804
H -2.6600 0.2083 -3.6341
H -2.4374 -1.4842 -3.2909
C -3.9959 -2.6762 6.4123
C -4.3002 -2.9147 4.9466
C -4.8103 -4.3037 4.5727
C -3.8145 -5.3095 4.9026
N -3.0434 -6.1496 5.1264
H -3.6550 -1.6416 6.4511
H -3.2075 -3.3683 6.7079
H -4.9263 -2.8306 6.9587
H -3.3858 -2.7382 4.3803
H -5.0034 -2.1208 4.6951
H -5.0399 -4.3815 3.5099
H -5.7360 -4.5906 5.0716
C 6.8140 3.5023 -0.3296
C 6.3399 2.0669 -0.1970
C 5.3962 1.8127 0.9537
C 5.9990 2.1471 2.2459
N 6.4322 2.4044 3.2974
H 6.0290 4.2559 -0.3939
H 7.4780 3.5186 -1.1939
H 7.3586 3.8389 0.5525
H 7.2122 1.4163 -0.1354
H 5.8781 1.7792 -1.1415
H 5.0643 0.7745 0.9655
H 4.5606 2.4844 0.7566
C 2.4379 2.1034 9.5000
C 1.1731 1.6189 8.7866
C 1.5303 0.5126 7.7851
C 2.1441 -0.6680 8.4485
N 2.6377 -1.5781 8.9937
H 3.2167 2.4112 8.8022
H 2.8911 1.3995 10.1980
H 2.1849 3.0143 10.0426
H 0.7289 2.4273 8.2059
H 0.3738 1.2282 9.4163
H 2.2125 0.9861 7.0790
H 0.7026 0.1668 7.1657
```

charge	0
orbital gap	0.078	Eh
energy above the lowest of the compared OMol25 structures with the same formula, charge and spin	11.5345	eV
electronic energy	-72642.4584	eV
E_HOMO	-6.2	eV

=====

Record 2
ORCA calculation (ωB97M-V/def2-TZVPD) on a molecular structure, C46H72FI2N2O4P2ReSb2.

The geometry in XYZ format:
```
132
Properties=species:S:1:pos:R:3
Re -0.6997 -0.1835 0.2195
C -3.4334 -3.6553 0.2235
Sb -1.5984 -2.8051 0.8659
C -0.1854 -4.2320 0.1856
C -1.7690 -3.5515 2.9197
C -0.5627 -4.3236 3.3313
C -0.5569 -5.7151 3.2782
C 0.5860 -6.4437 3.5678
C 1.7520 -5.7821 3.9250
C 1.7508 -4.3983 4.0071
C 0.6073 -3.6565 3.7178
C 0.6311 -2.1683 3.8731
Sb 1.1634 -0.9556 2.1573
C 2.4761 0.2764 3.2938
C 2.6607 -2.2192 1.3251
H -4.2822 -3.1085 0.6317
H -3.4472 -4.6760 0.6036
H -3.4868 -3.6637 -0.8621
H 0.2808 -4.7635 1.0115
H 0.5658 -3.6986 -0.3848
H -0.6986 -4.9334 -0.4706
H -2.6640 -4.1749 2.9212
H -1.9506 -2.7054 3.5718
H -1.4664 -6.2331 2.9946
H 0.5651 -7.5245 3.5184
H 2.6495 -6.3391 4.1587
H 2.6518 -3.8798 4.3180
H 1.4150 -1.8818 4.5751
H -0.3071 -1.7763 4.2539
H 3.0566 -0.4301 3.8865
H 1.9398 0.9524 3.9559
H 3.1394 0.8393 2.6448
H 3.6217 -1.9284 1.7485
H 2.6934 -2.0950 0.2477
H 2.4454 -3.2546 1.5856
I -1.8645 -4.5619 -3.8607
C -2.7744 -2.7304 -3.4909
C -3.8570 -2.3293 -4.2836
C -4.4643 -1.1253 -4.0660
I -6.0762 -0.6010 -5.2826
C -3.9964 -0.2661 -3.0368
C -4.5725 0.9954 -2.7758
C -4.0555 1.7853 -1.7971
C -2.9593 1.3181 -1.0696
N -2.3901 0.1425 -1.2455
C -2.8964 -0.6778 -2.2370
C -2.2661 -1.9497 -2.4596
O -1.2811 -2.3094 -1.7189
H -4.2077 -2.9826 -5.0707
H -5.4163 1.3247 -3.3670
H -4.4621 2.7625 -1.5773
H -2.5150 1.9315 -0.3078
F -2.8297 -0.4955 7.1701
C -2.6545 -0.2757 5.8559
C -1.5769 0.4825 5.4411
C -1.4068 0.7033 4.0822
C -2.2858 0.1772 3.1333
C -2.1744 0.5302 1.6806
C -3.3696 -0.5638 3.6051
C -3.5630 -0.8001 4.9588
H -0.8982 0.8944 6.1762
H -0.5759 1.3202 3.7548
H -2.0798 1.6119 1.6220
H -3.1300 0.2736 1.2178
H -4.0935 -0.9522 2.8956
H -4.4052 -1.3736 5.3218
C 2.6809 -3.9139 -3.6282
C 2.0126 -3.4194 -2.3664
O 1.2383 -2.2568 -2.6923
P 0.9056 -0.9799 -1.7768
O 2.3851 -0.3918 -1.5182
C 3.4379 -0.2929 -2.4976
C 4.7535 -0.6375 -1.8401
O 0.2460 -0.0751 -2.9206
C -0.1583 -0.4769 -4.2528
C 0.8658 -0.0534 -5.2777
H 3.2489 -4.8199 -3.4135
H 3.3659 -3.1713 -4.0378
H 1.9297 -4.1479 -4.3823
H 2.7480 -3.1750 -1.5949
H 1.3340 -4.1786 -1.9801
H 3.4463 0.7317 -2.8740
H 3.2255 -0.9535 -3.3359
H 4.9710 0.0505 -1.0226
H 5.5617 -0.5711 -2.5693
H 4.7389 -1.6525 -1.4404
H -1.1163 0.0170 -4.4228
H -0.3158 -1.5527 -4.2724
H 1.0100 1.0267 -5.2707
H 0.5270 -0.3484 -6.2721
H 1.8255 -0.5362 -5.0910
C -0.6843 3.7969 2.2845
C -0.5327 4.3495 0.8486
C 0.0219 5.7802 0.9379
C -1.9420 4.4778 0.2464
P 0.4977 3.1277 -0.1823
N -0.0104 1.6299 -0.0017
C 0.3997 3.6672 -1.9854
C -0.8954 3.1188 -2.5962
C 1.5454 3.0114 -2.7686
C 0.4473 5.1806 -2.2231
C 2.2859 3.3115 0.3998
C 3.0180 4.5702 -0.0879
C 2.3249 3.3189 1.9344
C 3.0812 2.0825 -0.0471
H -1.6945 3.9942 2.6488
H 0.0075 4.2729 2.9754
H -0.5221 2.7241 2.3275
H -0.6923 6.3702 1.5184
H 0.1244 6.2628 -0.0314
H 0.9741 5.8434 1.4563
H -2.5364 5.1064 0.9122
H -2.4498 3.5200 0.1742
H -1.9429 4.9513 -0.7336
H -0.9575 2.0424 -2.4608
H -0.8743 3.3226 -3.6705
H -1.7911 3.5907 -2.1942
H 1.5483 1.9344 -2.6222
H 2.5240 3.4168 -2.5255
H 1.3741 3.2055 -3.8306
H -0.4390 5.6913 -1.8506
H 0.4764 5.3437 -3.3036
H 1.3282 5.6598 -1.8008
H 2.5054 5.4938 0.1703
H 3.2047 4.5708 -1.1587
H 3.9933 4.5945 0.4061
H 2.0029 4.2630 2.3623
H 3.3605 3.1639 2.2470
H 1.7218 2.5216 2.3624
H 3.2283 2.0444 -1.1223
H 2.5879 1.1577 0.2420
H 4.0678 2.1233 0.4238
```

charge	+1
orbital gap (spin up / spin down)	0.263 / 0.223	Eh
⟨S²⟩	3.783
energy above the lowest of the compared OMol25 structures with the same formula, charge and spin	0.0431	eV
2S+1	4
electronic energy	-112738.1481	eV
E_HOMO (spin up / spin down)	-9.5 / -9.5	eV

=====

Record 3
ORCA calculation (ωB97M-V/def2-TZVPD) on 9 unconnected molecules or ions with the total composition C46H75F9N6O2P at a distorted geometry.

The geometry in XYZ format:
```
139
Properties=species:S:1:pos:R:3
C -1.3923 -4.7898 -5.0003
C -1.7814 -5.1222 -3.5717
C -3.2534 -5.5143 -3.4286
N -3.6008 -5.7757 -1.8854
C -5.1261 -6.0870 -1.8545
C -6.0120 -4.8535 -1.9471
C -5.6927 -3.7552 -1.0122
C -4.1976 -3.3253 -1.1506
C -3.2942 -4.5832 -0.8640
C -2.9246 -7.0810 -1.3972
H -2.2393 -4.2647 -5.4418
H -1.2073 -5.6928 -5.5822
H -0.6860 -3.9605 -5.0380
H -1.5246 -4.2476 -2.9741
H -1.0032 -5.8417 -3.3172
H -3.4862 -6.4482 -3.9402
H -3.9195 -4.7112 -3.7439
H -5.2747 -6.8228 -2.6448
H -5.4025 -6.7210 -1.0120
H -5.8552 -4.5654 -2.9866
H -7.0516 -5.1656 -1.8472
H -6.3992 -2.9316 -1.1155
H -5.8981 -4.0918 0.0039
H -4.0968 -2.9882 -2.1822
H -3.8499 -2.5203 -0.5032
H -2.2510 -4.2679 -0.8862
H -3.5996 -5.0362 0.0792
H -1.9090 -6.6864 -1.3657
H -2.9858 -7.8997 -2.1142
H -3.3867 -7.2829 -0.4309
C 4.1284 -4.4943 5.2210
C 3.5870 -3.0336 5.2173
C 2.2962 -2.9186 5.9504
C 1.9796 -1.3940 6.2447
N 0.6209 -1.0668 6.9708
C -0.6772 -1.3508 5.9966
C -1.0099 -0.0172 5.2697
C -0.0415 0.9775 5.7749
C 0.4562 0.4733 7.1664
C 0.6131 -1.7522 8.3504
C 1.8137 -1.3054 9.2184
C 1.7901 -1.8964 10.6386
H 4.9821 -4.4821 4.5434
H 3.4554 -5.3071 4.9482
H 4.4765 -4.7351 6.2254
H 3.4758 -2.7470 4.1716
H 4.4029 -2.4095 5.5819
H 2.4591 -3.4792 6.8709
H 1.5267 -3.4010 5.3476
H 1.8205 -1.0265 5.2309
H 2.7891 -0.7993 6.6679
H -1.4640 -1.7843 6.6139
H -0.3657 -2.1836 5.3662
H -2.0220 0.2670 5.5580
H -0.8162 0.0767 4.2012
H -0.4696 1.9776 5.8423
H 0.7775 1.0570 5.0601
H -0.3829 0.6562 7.8377
H 1.2912 1.1160 7.4453
H 0.7725 -2.8013 8.1013
H -0.2985 -1.4846 8.8847
H 1.8793 -0.2208 9.3044
H 2.7204 -1.6977 8.7578
H 0.9546 -2.5925 10.7137
H 1.5038 -1.2804 11.4910
H 2.6608 -2.5152 10.8559
P 1.1325 0.2476 -0.4206
F -0.3715 0.8893 -0.4261
F 1.5862 1.5099 -1.2362
F 1.4346 1.0266 1.0221
F 2.6509 -0.2368 -0.4394
F 0.5677 -1.1241 0.3382
F 0.9786 -0.4382 -1.9104
N 4.7165 1.3744 -4.6617
C 4.4200 2.2631 -5.6824
C 5.6252 2.7754 -6.2478
C 6.6510 2.1600 -5.5877
C 6.0629 1.3116 -4.6098
H 4.0447 0.7964 -4.1772
H 3.4130 2.5813 -5.9086
H 5.7568 3.5092 -7.0292
H 7.6889 2.4048 -5.7590
H 6.5146 0.6859 -3.8543
N 5.6568 5.0500 -1.0919
C 6.2353 5.0006 0.1001
C 6.8128 6.1951 0.5153
C 6.5608 7.0827 -0.5930
C 5.7849 6.3719 -1.4944
H 5.3583 4.3061 -1.7063
H 6.1961 4.0279 0.5677
H 7.2068 6.4348 1.4919
H 6.8884 8.1118 -0.5822
H 5.4295 6.6991 -2.4604
N 3.2107 -5.1915 -1.3532
C 3.6880 -5.0438 -2.5753
C 4.2775 -6.2270 -2.9950
C 4.2657 -7.0100 -1.8108
C 3.5596 -6.3989 -0.7419
H 2.5128 -4.5787 -0.9562
H 3.3762 -4.2066 -3.1821
H 4.7214 -6.5092 -3.9382
H 4.7198 -7.9879 -1.7476
H 3.4036 -6.6837 0.2881
N 1.2387 7.1560 0.5751
C 0.2762 6.2691 0.9008
C -0.6747 6.8662 1.6333
C -0.3463 8.2180 1.7389
C 0.9208 8.3723 1.1480
H 2.0768 6.8812 0.0830
H 0.2409 5.2267 0.6205
H -1.5569 6.3682 2.0076
H -0.9320 8.8797 2.3598
H 1.6545 9.1634 1.1004
C -4.3863 1.6474 -6.1832
C -3.6792 0.6079 -5.6035
C -2.4169 0.8616 -5.2008
C -1.8145 2.0979 -5.3002
C -2.5554 3.1337 -5.9009
C -3.8517 2.8983 -6.3273
H -5.4133 1.4998 -6.4832
H -3.9837 -0.4282 -5.5953
H -1.8789 -0.0082 -4.8539
H -0.8077 2.1830 -4.9188
H -2.1280 4.1099 -6.0760
H -4.4694 3.7228 -6.6516
C -4.7071 8.7668 -3.4002
C -4.9975 7.4384 -4.0875
O -4.7462 6.4484 -3.1316
C -5.6426 5.7090 -2.4289
O -6.9098 5.8272 -2.4725
C -5.0073 4.5445 -1.5777
F -5.3355 3.4952 -2.3175
F -3.6931 4.7279 -1.5459
F -5.3951 4.4950 -0.3079
H -3.7247 8.9027 -2.9480
H -5.5310 9.1156 -2.7777
H -4.8005 9.4382 -4.2538
H -4.2036 7.3133 -4.8238
H -5.9415 7.4813 -4.6309
```

charge	+1
orbital gap	0.233	Eh
electronic energy	-95693.8228	eV
E_HOMO	-8.5	eV